# 1
79
Properties=species:S:1:pos:R:3:forces:R:3 method="wB97M-V/def2-TZVPD" lumo_ev=2.15 total_energy_ha=-12321.3750 charge=-1 fmax_ev_per_a=0.950
Hf -1.208377 0.081206 0.601203 0.5515 -0.1853 -0.0403
Se -2.997568 -1.652305 -0.394535 -0.0526 -0.4367 0.1521
Se -4.479332 -0.832252 1.211326 -0.3704 -0.0407 0.1018
Te -3.442387 -1.584339 3.342823 -0.1289 -0.1882 0.4520
Se -1.915087 0.344352 3.657473 -0.0973 0.0140 -0.7392
F -5.093867 3.974509 -0.534931 -0.0227 0.0157 0.0138
C -3.950790 3.678379 0.122466 0.0740 0.0191 0.0402
C -3.498478 2.378500 0.140594 -0.1634 -0.1501 -0.0909
C -2.320258 2.044051 0.798891 0.2823 0.5405 0.0841
C -1.613073 3.078090 1.444643 -0.0834 -0.0587 0.1810
C -2.107199 4.372599 1.394144 0.0528 0.0606 -0.0608
F -1.419483 5.398836 1.964290 -0.0047 -0.0199 0.0358
C -3.270342 4.708148 0.738861 -0.0944 0.0956 -0.0115
C -0.395113 2.724974 2.202903 0.0095 0.0874 -0.0638
C 0.019996 3.399077 3.349934 0.1355 0.0440 0.1087
C 1.133042 2.953185 4.036184 -0.0170 -0.0276 -0.0473
C 1.834816 1.852413 3.562104 0.0350 0.1572 0.0498
C 1.361520 1.226902 2.431063 0.0473 -0.1580 -0.1735
N 0.268627 1.633795 1.777243 -0.4780 0.0895 0.2659
H -4.096170 1.629190 -0.365905 0.0277 -0.0243 -0.0200
H -3.627192 5.727447 0.714400 0.0171 -0.0013 -0.0222
H -0.548547 4.234958 3.725168 -0.0140 0.0100 -0.0752
H 1.445239 3.456851 4.942930 -0.0060 -0.0149 -0.0085
H 2.714223 1.475535 4.065271 -0.0143 -0.0376 -0.0168
H 1.859606 0.352912 2.027013 -0.0759 -0.0459 0.0521
Cl -4.716520 1.827347 -7.027615 -0.0065 0.0204 0.0249
C -3.763759 1.800604 -5.566264 0.0274 -0.0171 0.0485
C -2.600686 2.551881 -5.506001 0.0198 0.0313 -0.0163
C -1.836173 2.512523 -4.350188 -0.0190 0.0325 0.0132
C -2.220513 1.714501 -3.280764 0.0027 -0.2021 -0.0774
C -3.391416 0.971435 -3.356985 -0.0462 -0.0598 -0.0611
C -4.177534 1.020647 -4.498935 -0.0149 0.0230 0.0250
C -1.349429 1.620302 -2.065906 0.3090 0.0624 0.1308
O -0.677091 2.578224 -1.705276 0.1044 0.0819 -0.2185
O -1.361509 0.460665 -1.475512 -0.1360 0.9293 0.1432
H -2.302911 3.153383 -6.354615 -0.0027 -0.0149 0.0166
H -0.924228 3.091305 -4.269320 -0.0418 0.0084 -0.0075
H -3.677827 0.340476 -2.522144 0.0591 -0.0216 -0.0312
H -5.094420 0.450781 -4.565551 0.0192 -0.0011 -0.0132
C 2.416275 2.357415 -1.631242 -0.1644 -0.0462 0.0717
C 1.685165 1.278522 -0.980765 0.3032 0.0828 -0.1309
N 1.113592 0.440696 -0.451837 -0.1792 0.1305 0.0827
H 2.962024 2.927036 -0.880709 0.0304 -0.0166 -0.0037
H 1.681901 3.004117 -2.109547 -0.0126 -0.0079 0.0004
H 3.107875 1.958833 -2.370570 0.0087 -0.0304 0.0080
C 5.486954 -3.060814 4.272293 -0.0961 0.0410 -0.0599
C 4.181822 -2.753868 3.580286 -0.0088 0.0682 0.0571
C 3.029037 -2.487010 4.304617 -0.0311 -0.0379 -0.0399
C 1.792994 -2.273854 3.688904 0.1282 -0.0978 0.0326
C 0.581279 -2.045876 4.542836 0.1465 -0.0833 0.0694
C 1.723633 -2.300107 2.290129 -0.0282 0.3018 -0.1694
Se 0.033841 -2.176153 1.357991 -0.0430 -0.5891 0.3105
C 2.884910 -2.535114 1.536635 0.0959 -0.0097 0.0461
C 2.850765 -2.579839 0.032703 0.0501 0.0140 0.0496
C 4.090070 -2.762931 2.194437 0.0241 -0.0212 -0.0225
H 5.436091 -2.802302 5.330699 0.0297 0.0011 -0.0175
H 6.314361 -2.509903 3.819997 -0.0014 -0.0143 0.0286
H 5.721012 -4.125891 4.199122 0.0200 0.0163 0.0128
H 3.079170 -2.461636 5.390170 -0.0197 -0.0307 -0.0326
H 0.780170 -2.324121 5.580669 0.0329 0.0072 -0.0375
H -0.266071 -2.626554 4.175885 -0.0355 0.0438 -0.0291
H 0.271465 -1.002257 4.517386 -0.0623 -0.0235 -0.0320
H 2.352020 -1.699022 -0.372165 -0.0063 -0.0370 -0.0034
H 2.287128 -3.450714 -0.312291 -0.0198 0.0101 -0.0177
H 3.862072 -2.636497 -0.375630 -0.0107 -0.0221 0.0200
H 4.981308 -2.969835 1.606278 -0.0467 0.0283 -0.0015
C -0.385400 -4.209117 -2.015584 0.0667 0.0641 0.0637
Sb 0.135077 -2.156544 -2.440331 -0.1050 -0.5183 -0.5897
C -1.425189 -2.027188 -3.934411 0.0518 0.0760 0.0834
C 1.608437 -2.700785 -3.951811 0.1510 0.0486 0.0241
H -0.112798 -4.844909 -2.860004 -0.0353 0.0156 0.0198
H -1.463007 -4.251452 -1.850764 0.0285 -0.0138 0.0123
H 0.111091 -4.550464 -1.107512 -0.0051 -0.0003 -0.0260
H -1.348822 -2.884400 -4.604820 -0.0014 0.0057 0.0024
H -1.333544 -1.103146 -4.507553 -0.0389 -0.0117 0.0090
H -2.394894 -2.040292 -3.435568 0.0011 0.0495 -0.0217
H 1.147447 -3.283084 -4.753121 -0.0136 0.0076 0.0888
H 2.415672 -3.286420 -3.502651 -0.0654 0.0462 -0.0118
H 2.045274 -1.795604 -4.382626 -0.0223 -0.0634 0.0092

---

# 2
76
Properties=species:S:1:pos:R:3:forces:R:3 method="wB97M-V/def2-TZVPD" lumo_ev=-0.36 total_energy_ha=-2412.4176 charge=0 fmax_ev_per_a=1.903
Pt -1.449920 0.723037 -1.456951 -1.5470 0.0063 -1.1089
I -5.463442 2.529364 1.277935 0.0495 0.1903 0.1698
C -5.349546 1.093909 -0.201142 -0.4820 -0.2684 -0.0134
C -6.457147 0.238338 -0.417054 0.2367 0.2164 0.0479
C -6.466007 -0.695958 -1.414033 0.4429 0.2025 -0.0419
I -8.149877 -1.858529 -1.696231 -0.2818 -0.2057 -0.0566
C -5.316721 -0.836685 -2.242915 -0.2326 -0.0982 -0.0771
C -5.213742 -1.674960 -3.377755 -0.1186 -0.0119 0.0221
C -4.086473 -1.661425 -4.147549 0.0387 0.1477 -0.0069
C -2.987457 -0.883760 -3.741787 -0.2441 -0.0624 -0.0705
N -3.022876 -0.150723 -2.656817 0.0603 -0.5392 0.9924
C -4.199715 -0.045296 -1.950465 0.4767 0.3548 -0.1832
C -4.204773 1.007025 -0.965056 0.1976 -0.1866 -0.2435
O -3.175012 1.793625 -0.873642 0.0501 0.4200 -0.2720
H -7.325980 0.354017 0.216453 0.0081 0.0082 0.0157
H -6.057686 -2.294951 -3.651656 0.0135 -0.0083 0.0118
H -4.015845 -2.254096 -5.048490 0.0074 0.0042 0.0037
H -2.070371 -0.877754 -4.307163 -0.0714 0.0105 -0.0062
C 1.780018 1.753115 -2.259117 -0.0022 0.0557 -0.0155
C 1.073128 2.267930 -1.060801 -0.4238 0.1773 -0.0565
N -0.219225 2.115074 -0.789628 0.9581 -0.1600 1.4724
C -0.484940 2.828370 0.374673 -0.2860 0.0521 -0.3874
C 0.641192 3.438083 0.781809 0.2357 0.1032 -0.1598
N 1.616541 3.087888 -0.140018 0.2943 0.2020 0.2408
C 3.001679 3.528445 -0.075754 -0.2170 -0.1460 0.0900
N 3.634749 3.095733 1.138168 0.1052 0.3134 -0.1236
N 4.082341 4.043820 2.006009 0.0789 -0.1504 0.2036
N 4.679642 3.477969 2.983878 -0.2168 -0.1552 -0.4089
C 4.642533 2.107684 2.769013 0.3185 0.2174 0.5593
C 5.161692 1.064966 3.545356 -0.0082 0.0139 0.0074
C 4.974820 -0.210503 3.077805 -0.0862 -0.0665 -0.1769
C 4.275012 -0.455361 1.870094 0.0567 -0.0213 0.1731
C 3.753029 0.556831 1.105059 0.0696 0.1492 0.0832
C 3.976020 1.855191 1.585771 -0.3072 -0.2032 -0.3830
H 1.087214 1.120560 -2.804269 0.0189 0.0048 -0.0193
H 2.659571 1.164008 -2.004284 0.0155 0.0930 0.0486
H 2.094834 2.571573 -2.909410 -0.0350 0.0432 0.0103
H -1.481237 2.864091 0.781798 0.0205 -0.0901 0.0136
H 0.856934 4.078938 1.618200 0.0064 -0.0064 0.0072
H 3.061817 4.614116 -0.059603 -0.0562 0.0359 -0.0542
H 3.516669 3.152350 -0.957774 0.0503 -0.0595 0.0471
H 5.682092 1.266282 4.471637 -0.0070 0.0238 -0.0149
H 5.358490 -1.051321 3.640077 -0.0179 -0.0071 -0.0106
H 4.130246 -1.475684 1.547965 -0.0128 -0.0946 -0.0141
H 3.188214 0.345619 0.207829 -0.0313 0.0241 -0.0330
C 1.663067 -2.978925 3.208014 0.0163 -0.0122 -0.0141
C 0.793327 -1.931645 2.556928 0.0176 0.0197 -0.1297
C 0.061291 -1.049453 3.332671 0.0681 -0.0598 0.1647
C -0.806170 -0.157251 2.717009 -0.1235 0.1523 -0.1214
C -1.653473 0.780648 3.540135 -0.0034 -0.0458 -0.0519
C -0.905312 -0.133055 1.334586 -0.1385 0.0192 0.4249
C -0.116333 -0.943827 0.497260 -0.1470 -0.0551 -0.7608
C 0.709906 -1.870726 1.166365 0.1225 0.0011 0.1437
N -0.252644 -0.825824 -0.897769 1.0369 -0.7269 -0.4491
C 0.439288 -1.821660 -1.787573 -0.0741 0.3877 0.7283
C -0.061357 -3.245113 -1.497101 0.0702 -0.1615 -0.1268
C 1.973742 -1.701660 -1.710598 0.0776 -0.0428 -0.1022
C 0.093741 -1.575693 -3.246395 -0.0764 0.1205 -0.1002
H 1.665630 -2.871598 4.292835 -0.0138 0.0300 -0.0177
H 2.698697 -2.918054 2.867172 0.0037 0.0282 -0.0258
H 1.310085 -3.986680 2.977263 -0.0275 0.0210 -0.0234
H 0.130884 -1.084506 4.415319 -0.0067 -0.0075 -0.0343
H -1.846204 0.371202 4.532208 -0.0057 -0.0032 -0.0123
H -2.612165 0.969480 3.053316 0.0129 0.0288 0.0177
H -1.153404 1.743622 3.676794 0.0064 -0.0029 -0.0235
H -1.672973 0.498398 0.905868 0.0222 -0.0079 0.0389
H 1.288750 -2.597060 0.624747 0.0704 0.0272 -0.0168
H 0.241210 -3.648330 -0.537830 -0.0062 -0.0010 0.0260
H 0.301589 -3.927042 -2.273171 -0.0123 0.0221 0.0401
H -1.152359 -3.244583 -1.527739 -0.0077 0.0039 -0.0051
H 2.394218 -1.819829 -0.718155 -0.0441 0.0073 0.0973
H 2.264725 -0.717451 -2.078270 0.0073 -0.1935 -0.0154
H 2.441460 -2.445883 -2.362315 -0.0158 -0.0013 0.0544
H -0.883832 -1.985416 -3.475579 0.0765 -0.0800 0.0411
H 0.821596 -2.080529 -3.883466 -0.0259 -0.0067 -0.0161
H 0.092533 -0.512500 -3.492695 -0.0048 0.0102 -0.0126

---

# 3
79
Properties=species:S:1:pos:R:3:forces:R:3 method="wB97M-V/def2-TZVPD" lumo_ev="0.35 / 0.32" total_energy_ha=-7989.7378 multiplicity=2 charge=0 fmax_ev_per_a=2.280 s_squared=0.75
V -0.612746 -1.204576 -1.000203 1.3366 0.8666 -1.4891
C 1.966454 -0.408676 1.330297 0.1523 0.0260 0.1056
C 0.919354 0.321224 2.160297 0.0338 0.1270 -0.0603
As -0.897646 -0.518576 2.104197 0.4078 0.7806 0.7751
C -1.821246 1.120724 2.701697 -0.1117 -0.1335 -0.2481
C -1.463346 1.807024 3.859297 0.2207 -0.2349 0.0081
C -2.107046 2.978424 4.213697 0.0635 0.0321 0.0941
C -3.116746 3.487724 3.413697 -0.0676 0.0381 -0.0478
C -3.479946 2.818724 2.258097 -0.0834 0.1085 0.0322
C -2.837846 1.641724 1.908397 0.0488 -0.3198 -0.2407
C -0.740046 -1.337576 3.904097 -0.1663 -0.2457 -0.2928
C 0.426754 -1.998276 4.270797 0.1041 0.0529 -0.2837
C 0.586354 -2.511776 5.545697 0.0350 -0.0185 0.1112
C -0.433446 -2.388276 6.473897 0.0063 -0.0484 0.0337
C -1.623146 -1.783076 6.105897 -0.0653 0.0192 0.0820
C -1.778246 -1.269876 4.829697 -0.1458 0.1783 -0.3821
As 1.497954 -0.249176 -0.578303 2.0100 0.6024 0.8918
C 1.760454 1.687324 -0.723203 0.0976 -0.0952 -0.0312
C 0.645754 2.510924 -0.846903 -0.2003 -0.2976 -0.0874
C 0.778154 3.889724 -0.864603 0.0271 0.0566 0.0716
C 2.031754 4.462124 -0.736603 -0.0347 0.0103 0.0568
C 3.146454 3.652724 -0.583903 0.1365 0.0054 -0.0121
C 3.016754 2.273924 -0.574103 0.0468 -0.3177 -0.0271
C 3.106654 -1.052676 -1.356003 -0.1730 -0.0599 -0.1863
C 3.883854 -0.440476 -2.336203 -0.3238 0.2944 0.1104
C 4.938354 -1.120376 -2.923403 0.0572 -0.0573 -0.0013
C 5.223854 -2.420976 -2.540603 0.0233 0.0135 -0.0399
C 4.452154 -3.044476 -1.573303 0.0635 -0.0029 0.0005
C 3.396354 -2.367976 -0.989103 -0.2870 0.1345 0.2194
H 2.011554 -1.470576 1.591497 0.0298 0.0697 -0.1763
H 2.965354 0.026024 1.489197 -0.2464 -0.1020 -0.1212
H 0.808754 1.344324 1.776397 -0.0869 -0.1543 0.1793
H 1.232654 0.385924 3.207797 -0.1142 0.0173 -0.1431
H -0.680046 1.412224 4.495197 0.0118 0.0210 0.0426
H -1.820646 3.497124 5.117597 0.0331 0.0223 0.0646
H -3.619446 4.402224 3.694297 -0.0316 0.0627 0.0061
H -4.265846 3.213324 1.630497 -0.0468 -0.0010 -0.0743
H -3.118646 1.118924 1.000697 -0.0215 0.0780 0.0146
H 1.227854 -2.115676 3.551997 0.0606 0.0203 0.0150
H 1.511254 -2.999276 5.819797 0.0534 -0.0449 -0.0138
H -0.304546 -2.768276 7.476697 -0.0012 -0.0484 0.0675
H -2.429846 -1.698876 6.820697 -0.0580 0.0020 0.0163
H -2.709046 -0.789176 4.544897 0.0423 -0.0043 0.1104
H -0.340946 2.068624 -0.923703 0.1776 0.2048 0.0836
H -0.098946 4.512424 -0.967003 -0.0852 -0.0048 -0.0240
H 2.139754 5.536924 -0.730503 0.0186 0.0781 -0.0431
H 4.122954 4.100124 -0.471403 0.1004 0.0217 0.0164
H 3.896054 1.645124 -0.452503 -0.0716 0.1203 0.0032
H 3.654954 0.579024 -2.634703 0.0828 -0.1116 -0.0312
H 5.537154 -0.640976 -3.684103 0.0233 0.0731 -0.0445
H 6.041854 -2.952876 -3.003303 0.0748 -0.0360 -0.0321
H 4.672654 -4.061176 -1.282903 -0.0231 -0.0727 0.0443
H 2.774454 -2.867776 -0.250803 0.0945 -0.0063 -0.0798
F 0.037754 -3.316376 1.032097 -0.0991 -0.1535 0.0268
C -0.436046 -2.922176 -0.201003 -0.1167 -1.9681 1.0904
F 0.376254 -3.573776 -1.142603 -0.0173 0.0976 -0.1140
C -1.839646 -3.419276 -0.418703 -0.7509 -1.2291 0.4267
F -2.097446 -3.388376 -1.746903 0.0410 0.0212 -0.1401
F -2.165346 -4.640576 0.015397 0.0053 -0.1092 0.0716
F -2.718646 -2.551476 0.146897 0.1554 -0.1226 -0.0035
C 0.977854 1.694824 -4.522903 -0.2133 -0.2479 0.2775
C -0.081946 0.619024 -4.343703 0.2765 0.0957 -1.1160
O -0.313346 0.357924 -2.969503 -1.3992 -0.1276 1.4506
P -1.884046 0.592324 -2.393403 -0.3525 0.0172 -2.0055
O -1.726746 0.323624 -0.922103 -0.9694 1.0475 0.8979
Te -2.819546 2.586324 -3.078803 -0.0896 0.1115 0.0224
O -2.567646 -0.801076 -2.940503 0.5845 0.9805 0.8011
C -3.381646 -0.815176 -4.096203 -0.6718 0.0842 -1.0333
C -4.746146 -1.417876 -3.807903 0.3995 0.0950 0.1249
H 1.181454 1.833924 -5.582903 0.0249 -0.0064 -0.0671
H 1.897854 1.400124 -4.017303 0.0392 0.0428 -0.0218
H 0.628754 2.635824 -4.103003 0.0042 0.0686 0.0514
H 0.236254 -0.313376 -4.826503 -0.1241 0.0834 0.1375
H -1.021546 0.955824 -4.802003 0.1925 -0.1213 -0.0479
H -2.865046 -1.394876 -4.868603 0.0097 0.0635 0.0722
H -3.501146 0.221124 -4.456603 0.0115 -0.3895 0.0193
H -4.648546 -2.452576 -3.485203 -0.0437 -0.0586 0.0222
H -5.352446 -1.377976 -4.710503 -0.0460 -0.0387 -0.0579
H -5.244546 -0.849076 -3.027203 -0.0794 0.0438 0.0715